[1]
{
  "formula": "C11H27O7V",
  "method": "wB97M-V/def2-TZVPD",
  "charge": -2,
  "homo_lumo_gap_ev": 2.3,
  "largest_force_ha_per_bohr": 0.08730,
  "total_energy_ev": -51852.78303,
  "species": ["O", "V", "O", "C", "C", "C", "O", "H", "H", "H", "H", "H", "H", "H", "O", "C", "C", "O", "H", "H", "H", "H", "C", "C", "C", "O", "H", "H", "H", "H", "H", "H", "H", "H", "C", "C", "C", "O", "H", "H", "H", "H", "H", "H", "H", "H"],
  "coordinates": [[8.0635, 12.6099, -28.4380], [8.9690, 11.7706, -27.4772], [10.0955, 12.6413, -26.9464], [10.3303, 11.6338, -32.7992], [11.3938, 10.8193, -32.0616], [12.4906, 11.8513, -31.6174], [10.8669, 10.1250, -30.9662], [9.4907, 11.0125, -33.1109], [10.5488, 12.0494, -33.7829], [9.9970, 12.5697, -32.3507], [11.8853, 10.0381, -32.6415], [13.3915, 11.4092, -31.1918], [12.0692, 12.4438, -30.8054], [12.9206, 12.5096, -32.3724], [6.9049, 4.4855, -27.8296], [6.2487, 4.8498, -26.6043], [6.3727, 6.2922, -26.0294], [7.2161, 7.2198, -26.7533], [6.3769, 4.0349, -25.8918], [5.1931, 4.6605, -26.7990], [6.6954, 6.2296, -24.9901], [5.3608, 6.6892, -25.9479], [4.4632, 14.2921, -24.0475], [5.8301, 13.8758, -23.4274], [5.5519, 13.6002, -21.9516], [6.1408, 12.7542, -24.1759], [3.9062, 15.0899, -23.5561], [3.7423, 13.4750, -24.0760], [4.4374, 14.3961, -25.1322], [6.6559, 14.5680, -23.5918], [6.4903, 13.3116, -21.4782], [4.8375, 12.8124, -21.7126], [5.0735, 14.4241, -21.4219], [5.3540, 12.2935, -23.8756], [12.2886, 18.6856, -26.7992], [12.8123, 20.0950, -26.8595], [13.6229, 20.3677, -28.1045], [11.7171, 21.0012, -26.7505], [11.6004, 18.4931, -27.6222], [11.6958, 18.5676, -25.8921], [12.9317, 17.8062, -26.8355], [13.4489, 20.1774, -25.9785], [14.1188, 19.4696, -28.4728], [14.2969, 21.2214, -28.0341], [12.8983, 20.6070, -28.8828], [11.7382, 21.0504, -25.7920]],
  "mulliken_charge": [-0.700, 1.363, -0.732, -1.349, 0.441, -1.277, -0.852, 0.355, 0.393, 0.308, 0.170, 0.331, 0.250, 0.339, -0.694, -0.331, -0.266, -0.565, 0.261, 0.170, 0.186, 0.202, -1.252, 0.111, -1.195, -0.449, 0.339, 0.351, 0.383, 0.328, 0.332, 0.328, 0.351, 0.369, -1.264, 0.571, -1.329, -0.535, 0.304, 0.303, 0.375, 0.223, 0.335, 0.305, 0.358, 0.355]
}

=====

[2]
{
  "formula": "C4H3N3O",
  "method": "wB97M-V/def2-TZVPD",
  "homo_lumo_gap_ev": 8.4,
  "largest_force_ha_per_bohr": 0.16169,
  "smiles": "O=c1cnccnn1",
  "e_above_lowest_kj_mol": 403.44,
  "total_energy_ev": -10709.46947,
  "species": ["C", "C", "C", "C", "H", "H", "H", "N", "N", "N", "O"],
  "coordinates": [[0.2164, 0.6704, 1.3689], [-0.1262, -0.8350, 1.4355], [-0.6275, -0.6667, -0.9823], [0.0074, 0.4792, -1.4493], [0.0438, -1.4498, 2.2516], [-1.2498, -1.0979, -1.6728], [-0.0329, 0.6515, -2.6047], [-0.4170, -1.1489, 0.1752], [1.2613, 0.8751, -0.7774], [1.3906, 0.8642, 0.4828], [-0.4660, 1.6579, 1.7726]],
  "mulliken_charge": [0.595, -0.131, -0.041, -0.256, 0.412, 0.440, 0.288, -0.485, -0.076, -0.233, -0.512]
}

=====

[3]
{
  "formula": "C10H10N3O2RuS3Se2Te2",
  "method": "wB97M-V/def2-TZVPD",
  "charge": -2,
  "homo_lumo_gap_ev": [5.1, 5.2],
  "multiplicity": 6,
  "largest_force_ha_per_bohr": 0.05666,
  "e_above_lowest_kj_mol": 0.00,
  "total_energy_ev": -199465.32139,
  "s_squared": 8.79,
  "species": ["Ru", "N", "C", "S", "N", "N", "C", "C", "C", "C", "C", "C", "C", "O", "H", "H", "H", "H", "H", "H", "H", "Se", "Te", "Te", "Se", "C", "O", "C", "S", "S", "H", "H", "H"],
  "coordinates": [[6.6496, 11.2066, 6.9192], [7.6949, 14.7322, 9.1295], [7.3671, 13.4426, 8.8316], [5.7552, 13.1534, 8.2460], [8.2432, 12.5159, 9.0775], [7.8873, 11.2373, 8.7752], [8.8070, 10.3452, 9.0145], [8.6773, 8.9541, 8.7687], [9.7055, 8.1000, 9.1936], [9.6441, 6.7436, 8.9926], [8.5467, 6.2045, 8.3163], [7.5338, 7.0020, 7.8629], [7.5328, 8.4049, 8.0916], [6.5460, 9.1094, 7.6954], [7.1760, 15.4161, 8.5884], [8.6986, 14.8969, 9.1586], [9.7596, 10.7085, 9.4142], [10.5523, 8.5443, 9.7119], [10.4375, 6.0920, 9.3490], [8.5020, 5.1313, 8.1424], [6.6799, 6.5859, 7.3328], [8.5635, 10.5710, 5.7755], [10.1815, 12.3364, 6.2471], [7.3008, 14.6654, 5.1497], [6.2442, 12.4618, 5.0583], [6.0609, 8.5629, 3.9704], [5.6316, 9.5172, 4.9116], [4.4637, 9.2918, 5.5497], [3.5160, 7.9899, 5.1817], [4.0598, 10.4892, 6.6663], [6.9507, 8.9715, 3.4874], [5.2694, 8.3795, 3.2339], [6.3113, 7.6210, 4.4735]],
  "mulliken_charge": [0.758, -0.474, 0.521, -0.428, -0.919, 0.552, -0.631, 1.120, -0.570, -0.535, -0.442, -0.561, 0.002, -0.705, 0.235, 0.250, 0.252, 0.309, 0.349, 0.339, 0.447, -0.395, -0.315, -0.418, -0.279, -0.953, 0.095, 0.219, -0.446, -0.284, 0.231, 0.364, 0.313]
}

=====

[4]
{
  "formula": "C15H19F2N3O3",
  "method": "wB97M-V/def2-TZVPD",
  "homo_lumo_gap_ev": 9.2,
  "largest_force_ha_per_bohr": 0.01181,
  "smiles": "CCOC(=O)N1CCN(CC(=O)Nc2ccc(F)c(F)c2)CC1",
  "e_above_lowest_kj_mol": 0.00,
  "total_energy_ev": -31912.16366,
  "species": ["C", "C", "H", "H", "O", "C", "O", "N", "C", "H", "C", "N", "C", "C", "O", "N", "C", "C", "C", "C", "C", "C", "H", "F", "F", "H", "H", "H", "H", "H", "C", "C", "H", "H", "H", "H", "H", "H", "H", "H", "H", "H"],
  "coordinates": [[5.7423, 0.4863, -1.6768], [5.0413, 1.7554, -1.2136], [4.9799, 2.4895, -2.0198], [5.5687, 2.1850, -0.3561], [3.6852, 1.5052, -0.8460], [3.4960, 1.0129, 0.3989], [4.3861, 0.7989, 1.1876], [2.1820, 0.8337, 0.6796], [1.1148, 0.9170, -0.2883], [1.4916, 1.3631, -1.2064], [0.5562, -0.4811, -0.5593], [0.1044, -1.0745, 0.6927], [-0.6009, -2.3225, 0.4655], [-2.0120, -2.0737, -0.0679], [-2.6005, -2.8700, -0.7602], [-2.4981, -0.8792, 0.3672], [-3.7256, -0.2805, 0.1103], [-4.7272, -0.9026, -0.6334], [-5.9284, -0.2573, -0.8552], [-6.1463, 1.0086, -0.3408], [-5.1510, 1.6312, 0.4016], [-3.9468, 0.9955, 0.6279], [-3.1908, 1.5014, 1.2083], [-5.3448, 2.8609, 0.9082], [-7.3186, 1.6293, -0.5617], [-6.7101, -0.7283, -1.4290], [-4.5550, -1.8873, -1.0339], [-1.8264, -0.3416, 0.9085], [-0.7115, -2.8476, 1.4194], [-0.0812, -2.9995, -0.2292], [1.2239, -1.2033, 1.6141], [1.7930, 0.1850, 1.9104], [2.6738, 0.1119, 2.5489], [1.0310, 0.7973, 2.4039], [0.8661, -1.6545, 2.5419], [2.0212, -1.8408, 1.1979], [-0.2904, -0.4143, -1.2459], [1.3384, -1.0991, -1.0320], [0.3231, 1.5530, 0.1243], [6.7470, 0.7272, -2.0115], [5.1938, 0.0294, -2.4974], [5.8057, -0.2202, -0.8528]],
  "mulliken_charge": [-1.116, -0.285, 0.312, 0.333, -0.400, 0.806, -0.651, 0.110, -0.898, 0.450, -0.526, 0.039, -0.877, 0.573, -0.666, -0.066, 0.458, -0.533, -0.532, 0.341, 0.215, -0.517, 0.424, -0.320, -0.307, 0.410, 0.526, 0.096, 0.404, 0.369, -0.711, -1.007, 0.489, 0.285, 0.458, 0.325, 0.431, 0.329, 0.248, 0.382, 0.288, 0.310]
}

=====

[5]
{
  "formula": "C3H11NO3S",
  "method": "wB97M-V/def2-TZVPD",
  "charge": 1,
  "homo_lumo_gap_ev": [10.4, 4.8],
  "multiplicity": 2,
  "largest_force_ha_per_bohr": 0.15365,
  "e_above_lowest_kj_mol": 292.39,
  "total_energy_ev": -21745.50540,
  "s_squared": 0.76,
  "species": ["O", "C", "C", "C", "S", "N", "H", "H", "H", "H", "H", "H", "H", "H", "H", "O", "H", "H", "O"],
  "coordinates": [[1.7705, -0.6739, -1.6775], [1.3534, -1.5803, -0.9783], [-0.0143, -1.7112, -0.3680], [-0.5818, -0.2640, -0.0998], [-2.2012, -0.1818, 0.6642], [0.1229, -2.3907, 0.8557], [2.0124, -2.2497, -0.5976], [-0.8582, -2.2267, -1.0981], [0.2652, 0.4902, 0.1203], [-0.8945, 0.2693, -0.9812], [-1.8960, 0.4307, 1.9225], [0.2400, -1.7776, 1.6713], [-0.6601, -3.0696, 1.1207], [1.0303, 2.0856, -2.0161], [0.0620, 3.2958, -1.8335], [0.5870, 2.5653, -1.4454], [0.0373, 1.6984, 1.8921], [-0.2933, 2.7197, 0.9351], [-0.0815, 2.5706, 1.9135]],
  "mulliken_charge": [-0.404, -0.273, 0.479, -1.040, 0.171, -0.606, 0.483, 0.369, 0.411, 0.460, 0.292, 0.251, 0.315, 0.263, 0.326, -0.560, 0.282, 0.349, -0.570]
}

=====

[6]
{
  "formula": "C3H12BrCuN6O3",
  "method": "wB97M-V/def2-TZVPD",
  "charge": 1,
  "homo_lumo_gap_ev": [3.1, 3.1],
  "multiplicity": 2,
  "largest_force_ha_per_bohr": 0.12792,
  "e_above_lowest_kj_mol": 516.39,
  "total_energy_ev": -133061.05129,
  "s_squared": 0.75,
  "species": ["Cu", "Br", "C", "O", "N", "N", "H", "H", "H", "H", "C", "O", "N", "N", "H", "H", "H", "H", "C", "O", "N", "N", "H", "H", "H", "H"],
  "coordinates": [[-1.0044, 6.0917, 1.2762], [-0.1937, 2.0280, -1.1783], [2.5798, 0.0695, 5.4331], [3.6352, 0.4713, 4.7513], [2.5482, -0.1179, 6.7555], [1.4079, -0.2468, 4.8739], [1.6918, -0.4151, 7.2007], [3.3996, 0.0272, 7.2791], [0.5692, -0.4582, 5.3954], [1.2963, -0.0273, 3.8943], [-3.0275, -3.5492, 1.9690], [-3.5795, -4.1401, 2.8276], [-3.3572, -2.2831, 1.7287], [-2.0483, -3.9921, 1.2127], [-2.8067, -1.7360, 1.0823], [-3.8016, -1.7771, 2.4814], [-1.5124, -3.4236, 0.5726], [-1.9283, -4.9872, 1.3375], [0.8009, 2.3303, -7.8911], [0.9059, 2.4263, -9.0690], [0.2611, 3.2382, -7.1428], [1.2953, 1.3938, -7.1864], [-0.2004, 3.9681, -7.6665], [0.0782, 2.9859, -6.1821], [1.9917, 0.7500, -7.5339], [0.9991, 1.3735, -6.2210]],
  "mulliken_charge": [0.992, 0.008, 0.621, -0.673, -0.367, -0.373, 0.177, 0.223, 0.184, 0.208, 0.608, -0.594, -0.415, -0.388, 0.156, 0.231, 0.171, 0.232, 0.654, -0.619, -0.401, -0.342, 0.236, 0.142, 0.215, 0.115]
}